273
Properties=species:S:1:pos:R:3 method="wB97M-V/def2-TZVPD" fmax_ev_per_a=5.75 charge=-3 energy_ev=-191227.65757 gap_ha=0.1055 e_homo_ev=0.026
Rb -6.279 16.037 15.332
Rb -13.405 19.737 16.263
C -9.322 20.601 15.344
C -9.758 21.087 16.532
C -9.167 20.601 17.938
O -9.514 21.294 18.998
C -8.041 19.850 17.950
C -7.520 19.258 16.691
C -8.257 19.580 15.352
O -8.134 18.821 14.397
O -6.499 18.477 16.724
O -10.865 21.802 16.392
H -9.825 20.947 14.453
H -7.667 19.535 18.913
C -8.112 13.188 16.977
C -6.934 12.513 17.139
C -6.876 11.010 17.211
O -5.775 10.308 17.326
C -8.001 10.199 17.157
C -9.241 10.868 17.240
C -9.373 12.470 16.937
O -10.497 12.988 16.772
O -10.339 10.322 17.455
O -5.889 13.338 17.098
H -8.105 14.266 16.910
H -7.931 9.123 17.220
P -4.527 14.663 12.361
F -5.960 15.334 12.748
F -4.428 15.861 11.212
F -3.917 15.521 13.635
F -3.028 14.013 12.007
F -4.635 13.597 13.617
F -5.380 13.790 11.255
C -11.410 23.819 10.907
O -10.936 24.546 12.037
C -10.101 23.792 12.877
C -9.478 24.811 13.786
N -8.498 25.789 13.257
C -9.117 26.532 12.148
C -8.451 27.804 11.587
O -8.554 28.844 12.581
C -7.768 30.006 12.274
H -12.231 24.241 10.327
H -11.791 22.855 11.244
H -10.550 23.532 10.301
H -9.353 23.243 12.306
H -10.592 23.062 13.520
H -9.034 24.337 14.661
H -10.155 25.443 14.362
H -8.329 26.496 13.958
H -10.131 26.876 12.353
H -9.165 25.841 11.307
H -9.089 28.085 10.750
H -7.436 27.577 11.260
H -6.859 29.940 12.873
H -8.446 30.849 12.411
H -7.407 30.052 11.246
C -7.004 15.658 24.445
O -6.460 16.970 24.184
C -5.598 17.466 25.199
C -5.300 18.995 25.090
N -6.219 19.715 25.903
C -7.593 19.745 25.423
C -7.636 20.670 24.224
O -8.918 21.440 24.264
C -9.199 22.023 22.935
H -7.184 15.149 23.498
H -7.857 15.716 25.121
H -6.306 15.002 24.965
H -4.748 16.851 24.907
H -5.900 17.256 26.225
H -5.392 19.274 24.040
H -4.316 19.205 25.510
H -6.024 19.213 26.757
H -8.356 20.045 26.141
H -7.991 18.794 25.068
H -7.475 20.003 23.377
H -6.827 21.401 24.254
H -8.331 22.065 22.277
H -9.685 22.999 22.944
H -9.844 21.305 22.428
C -4.543 26.703 9.556
O -4.322 26.057 10.823
C -3.196 25.262 10.804
C -3.434 24.124 11.767
N -2.130 23.505 12.146
C -2.179 22.371 13.036
C -3.077 21.207 12.752
O -3.040 20.254 13.847
C -4.123 19.302 13.789
H -3.743 27.426 9.391
H -5.536 27.146 9.494
H -4.573 25.939 8.780
H -2.441 25.910 11.249
H -2.927 25.061 9.767
H -4.054 23.419 11.214
H -4.119 24.393 12.571
H -1.640 23.062 11.381
H -2.484 22.735 14.017
H -1.134 22.087 13.157
H -2.846 20.893 11.734
H -4.061 21.672 12.804
H -4.426 18.914 12.817
H -4.976 19.723 14.322
H -3.807 18.526 14.486
C -9.868 18.281 3.132
O -9.203 19.130 4.011
C -9.780 18.967 5.284
C -9.285 20.047 6.226
N -8.087 19.633 6.996
C -7.913 20.753 7.984
C -6.390 20.694 8.397
O -6.344 19.965 9.630
C -6.502 20.895 10.675
H -9.458 18.541 2.156
H -10.907 18.478 2.866
H -9.734 17.211 3.289
H -9.658 17.995 5.762
H -10.852 19.074 5.116
H -10.092 20.458 6.832
H -9.198 20.983 5.675
H -7.253 19.545 6.434
H -8.676 20.738 8.761
H -7.952 21.713 7.469
H -6.131 21.752 8.441
H -5.664 20.223 7.734
H -7.559 21.150 10.605
H -5.830 21.742 10.532
H -6.400 20.341 11.608
C -6.984 23.021 15.853
O -5.913 23.632 16.606
C -4.644 23.547 15.996
C -3.665 24.218 16.974
N -4.093 25.602 17.166
C -3.686 26.276 18.402
C -2.203 26.844 18.427
O -1.387 25.774 18.780
C -0.113 25.960 19.336
H -7.146 23.618 14.956
H -7.901 23.146 16.430
H -6.836 21.967 15.620
H -4.771 23.789 14.941
H -4.405 22.494 15.849
H -2.704 24.274 16.464
H -3.616 23.778 17.970
H -5.066 25.331 17.147
H -3.891 25.714 19.314
H -4.470 27.020 18.540
H -2.211 27.601 19.211
H -1.866 27.287 17.489
H 0.404 26.735 18.771
H 0.561 25.112 19.455
H -0.164 26.235 20.390
C -10.827 16.313 15.552
C -12.190 15.747 15.147
O -12.512 14.694 16.123
O -9.753 15.551 15.045
H -10.703 16.493 16.620
H -10.783 17.247 14.991
H -12.051 15.228 14.198
H -12.983 16.492 15.213
H -11.772 14.110 16.306
H -9.732 14.801 15.643
C -1.659 16.126 17.258
C -1.769 15.416 18.647
O -2.029 14.029 18.519
O -0.428 15.614 16.767
H -1.648 17.191 17.490
H -2.480 15.937 16.567
H -2.398 15.946 19.362
H -0.831 15.362 19.199
H -2.974 13.865 18.568
H -0.557 14.686 16.560
C -9.000 12.827 13.209
C -9.613 11.506 13.272
O -10.106 10.971 12.009
O -9.879 13.862 12.811
H -8.152 12.817 12.524
H -8.608 13.235 14.141
H -10.338 11.646 14.074
H -9.009 10.777 13.813
H -9.354 10.442 11.733
H -10.085 14.433 13.555
C -4.330 19.841 19.676
C -3.594 19.873 18.352
O -3.814 18.790 17.453
O -4.143 18.597 20.351
H -5.382 20.118 19.751
H -3.948 20.680 20.258
H -2.564 19.736 18.681
H -3.615 20.860 17.891
H -4.750 18.742 17.247
H -4.804 18.013 19.974
C -6.962 16.364 19.695
C -6.745 17.152 20.961
O -7.839 16.889 21.761
O -6.094 16.607 18.618
H -7.945 16.713 19.378
H -7.059 15.297 19.897
H -6.540 18.220 20.885
H -5.833 16.906 21.504
H -7.608 16.937 22.691
H -6.489 17.171 17.949
C -5.585 22.796 21.404
C -6.266 23.305 20.127
O -7.687 23.328 20.191
O -4.170 23.186 21.373
H -5.754 21.720 21.421
H -6.128 23.121 22.292
H -6.064 22.730 19.223
H -5.946 24.333 19.957
H -8.119 22.634 19.687
H -3.893 23.552 20.531
C -10.302 24.464 18.793
C -11.207 25.267 17.782
O -11.750 26.438 18.362
O -11.080 23.779 19.700
H -9.692 25.200 19.318
H -9.746 23.888 18.053
H -12.036 24.648 17.438
H -10.608 25.612 16.939
H -10.998 27.030 18.435
H -10.554 22.993 19.864
C -13.318 19.947 12.106
C -11.924 19.959 12.623
O -11.913 19.154 13.718
O -13.345 20.802 10.974
H -14.017 20.258 12.882
H -13.739 18.993 11.789
H -11.710 20.981 12.936
H -11.128 19.643 11.950
H -10.992 19.124 13.987
H -14.272 21.000 10.820
C -11.542 16.223 19.396
C -11.673 16.135 20.924
O -10.497 15.606 21.549
O -10.354 16.932 18.999
H -12.391 16.791 19.015
H -11.579 15.295 18.826
H -12.489 15.424 21.053
H -11.891 17.073 21.436
H -9.964 16.339 21.865
H -9.582 16.408 19.227
C -9.675 17.071 11.657
C -10.452 17.602 10.412
O -9.968 17.007 9.201
O -8.475 17.770 11.771
H -9.594 15.985 11.615
H -10.285 17.346 12.518
H -10.448 18.688 10.317
H -11.472 17.226 10.497
H -10.656 16.959 8.533
H -8.316 18.021 12.683
C -14.242 19.653 25.204
C -14.036 19.643 23.707
O -13.437 20.764 23.188
O -13.330 18.705 25.777
H -15.241 19.273 25.419
H -14.067 20.615 25.686
H -14.934 19.516 23.102
H -13.563 18.702 23.429
H -12.678 20.485 22.670
H -13.337 18.872 26.722
C -12.736 19.748 20.317
C -13.484 21.006 19.857
O -13.138 21.615 18.590
O -11.663 20.028 21.173
H -12.345 19.186 19.469
H -13.442 19.058 20.779
H -13.527 21.745 20.658
H -14.512 20.744 19.607
H -12.443 22.271 18.678
H -10.958 20.413 20.647

91
Properties=species:S:1:pos:R:3 method="wB97M-V/def2-TZVPD" fmax_ev_per_a=1.51 smiles="C=Cc1cc(CCC(F)(F)C(F)(F)C(F)(F)C(F)(F)C(F)(F)C(F)(F)C(F)(F)C(F)(F)F)c2c(c1)Nc1cccc(ON=O)c1S2.COCCOC.COCCOC" energy_ev=-106010.62113 gap_ha=0.2963 relative_energy_kj_mol=0.0 e_homo_ev=-8.351
C 6.385 -2.373 4.565
C 7.223 -1.836 3.658
C 6.742 -0.737 2.775
C 6.476 0.480 3.395
C 5.994 1.560 2.658
C 5.668 2.854 3.371
C 4.593 2.675 4.459
C 3.254 2.321 3.852
F 3.276 1.052 3.360
F 2.980 3.165 2.825
C 2.069 2.389 4.844
F 2.158 3.586 5.480
F 2.179 1.440 5.791
C 0.668 2.367 4.136
F 0.709 1.730 2.951
F 0.368 3.655 3.856
C -0.523 1.858 5.000
F -0.426 2.521 6.179
F -1.656 2.269 4.417
C -0.634 0.327 5.357
F -1.957 0.045 5.445
F -0.106 0.107 6.567
C -0.049 -0.748 4.393
F 1.272 -0.578 4.200
F -0.177 -1.919 5.058
C -0.806 -0.930 3.030
F -1.445 0.182 2.645
F -1.743 -1.888 3.212
C 0.106 -1.461 1.888
F -0.686 -1.741 0.840
F 0.726 -2.577 2.267
F 0.991 -0.550 1.492
C 5.787 1.402 1.291
C 6.052 0.184 0.652
C 6.528 -0.872 1.404
N 5.793 0.017 -0.746
C 4.480 0.464 -1.096
C 3.626 -0.342 -1.833
C 2.352 0.106 -2.154
C 1.912 1.364 -1.767
C 2.765 2.170 -1.027
O 2.363 3.424 -0.601
N 2.006 4.331 -1.698
O 2.819 4.386 -2.513
C 4.038 1.723 -0.692
S 5.136 2.712 0.281
H 5.358 -2.615 4.305
H 6.657 -2.553 5.600
H 8.241 -2.198 3.544
H 6.629 0.555 4.463
H 5.390 3.657 2.696
H 6.577 3.182 3.883
H 4.917 1.879 5.130
H 4.539 3.584 5.052
H 6.717 -1.829 0.936
H 6.490 0.526 -1.282
H 3.946 -1.320 -2.163
H 1.667 -0.522 -2.708
H 0.914 1.702 -2.008
C -1.237 -3.044 -3.222
O -2.122 -2.151 -3.873
C -3.413 -2.698 -4.095
C -4.416 -2.206 -3.076
O -4.110 -2.680 -1.774
C -3.467 -1.713 -0.964
H -0.373 -2.468 -2.893
H -1.702 -3.511 -2.352
H -0.897 -3.823 -3.913
H -3.376 -3.792 -4.092
H -3.735 -2.372 -5.089
H -5.403 -2.597 -3.339
H -4.474 -1.114 -3.090
H -4.183 -0.952 -0.633
H -2.644 -1.228 -1.493
H -3.072 -2.225 -0.089
C -9.574 0.887 -6.026
O -9.027 0.086 -7.058
C -7.638 0.290 -7.256
C -6.810 -0.803 -6.618
O -6.913 -0.788 -5.202
C -7.803 -1.774 -4.707
H -10.565 0.496 -5.799
H -8.963 0.853 -5.121
H -9.673 1.926 -6.357
H -7.332 1.268 -6.872
H -7.459 0.280 -8.336
H -5.757 -0.634 -6.867
H -7.099 -1.780 -7.016
H -7.344 -2.767 -4.780
H -8.749 -1.774 -5.253
H -7.998 -1.555 -3.659

13
Properties=species:S:1:pos:R:3 method="wB97M-V/def2-TZVPD" fmax_ev_per_a=0.57 smiles="C#C[C@H](C=O)CO" energy_ev=-9374.71305 gap_ha=0.3978 relative_energy_kj_mol=229.9 e_homo_ev=-10.063
O 1.925 1.122 -0.617
C 0.748 1.069 0.143
C -0.282 0.085 -0.446
C 0.321 -1.289 -0.715
O 1.449 -1.603 -0.416
C -1.411 -0.116 0.469
C -2.273 -0.322 1.284
H 2.351 0.260 -0.497
H 0.940 0.795 1.190
H 0.314 2.073 0.137
H -0.649 0.467 -1.410
H -0.360 -2.014 -1.203
H -3.036 -0.500 2.011

14
Properties=species:S:1:pos:R:3 method="wB97M-V/def2-TZVPD" fmax_ev_per_a=3.53 smiles=NS[C@H](NS)C(F)(F)F energy_ev=-34956.73254 gap_ha=0.3269 relative_energy_kj_mol=0.0 e_homo_ev=-8.498
C 0.268 0.494 0.515
C 1.612 0.391 -0.170
N -0.775 -2.126 -0.423
N -0.649 1.105 -0.305
F 2.300 -0.701 0.190
F 1.466 0.311 -1.548
F 2.449 1.444 0.091
S -2.320 1.488 0.252
S -0.314 -1.490 1.063
H 0.261 0.989 1.491
H -0.342 -2.933 -0.676
H -1.721 -2.377 -0.370
H -0.520 1.117 -1.320
H -1.716 2.287 1.210

7
Properties=species:S:1:pos:R:3 method="wB97M-V/def2-TZVPD" fmax_ev_per_a=3.49 charge=-1 energy_ev=-18498.42917 gap_ha="0.3174 / 0.2024" relative_energy_kj_mol=370.3 e_homo_ev="-4.518 / -1.523"
N 0.027 0.098 1.246
O 1.055 0.323 -1.938
O -1.189 -0.522 -2.075
O 0.176 -0.217 2.497
S 0.136 -0.739 -1.514
H -1.027 0.391 0.930
H 0.823 0.666 0.854

9
Properties=species:S:1:pos:R:3 method="wB97M-V/def2-TZVPD" fmax_ev_per_a=3.86 charge=-1 energy_ev=-9762.43416 gap_ha="0.2988 / 0.2988" relative_energy_kj_mol=128.4 e_homo_ev="-3.915 / -3.915"
C -0.187 -0.787 -1.089
C -1.334 -0.447 0.430
C 0.004 0.023 -0.015
C 1.487 1.107 0.628
N -1.597 -1.237 -0.530
O 1.387 1.328 1.807
O 2.292 1.253 -0.256
H 0.099 -1.015 -2.167
H -2.151 -0.225 1.193

93
Properties=species:S:1:pos:R:3 method="wB97M-V/def2-TZVPD" fmax_ev_per_a=8.18 charge=+2 energy_ev=-114270.06656 spin_multiplicity=5 s_squared=6.03 gap_ha="0.1708 / 0.1755" relative_energy_kj_mol=103.9 e_homo_ev="-9.769 / -13.376"
P 1.657 1.123 -6.166
C 3.167 1.389 -5.208
C 4.136 0.724 -5.971
H 3.855 -0.125 -6.591
C 5.414 1.253 -6.088
H 6.050 0.841 -6.853
C 5.810 2.306 -5.278
H 6.816 2.722 -5.395
C 4.926 2.811 -4.340
H 5.273 3.584 -3.654
C 3.584 2.376 -4.266
H 2.949 2.751 -3.457
C 0.997 -0.517 -5.786
C 1.738 -1.576 -5.207
H 2.601 -1.373 -4.539
C 1.352 -2.887 -5.479
H 1.949 -3.716 -5.087
C 0.237 -3.156 -6.292
H 0.019 -4.173 -6.593
C -0.558 -2.093 -6.707
H -1.430 -2.284 -7.340
C -0.241 -0.795 -6.381
H -0.891 0.041 -6.668
C 0.481 2.422 -5.791
C 0.681 3.219 -6.921
H 1.528 3.020 -7.573
C -0.234 4.153 -7.347
H -0.044 4.606 -8.315
C -1.351 4.466 -6.593
H -2.055 5.221 -6.937
C -1.517 3.786 -5.381
H -2.384 4.055 -4.754
C -0.635 2.757 -4.961
H -0.851 2.318 -3.970
Os 0.139 -0.059 0.095
C -1.545 -1.292 -0.348
C -1.886 -1.513 -1.643
H -2.059 -1.720 0.527
C -1.088 -0.736 -2.687
O -1.983 0.123 -3.418
H -1.573 0.392 -4.245
C -0.094 -0.014 -1.888
H -0.562 -1.408 -3.376
C 0.439 1.046 -1.315
Cl 2.127 1.182 0.775
P -1.261 2.020 0.353
P 1.823 -1.726 -0.116
C -0.618 3.157 1.594
H 0.465 3.019 1.682
H -1.086 2.931 2.559
H -0.856 4.177 1.264
C -1.526 3.058 -1.120
H -2.229 2.565 -1.803
H -0.573 3.214 -1.644
H -1.921 4.027 -0.795
C -2.911 1.440 0.803
H -2.863 0.941 1.780
H -3.262 0.741 0.034
H -3.568 2.317 0.845
C 2.798 -1.864 1.404
H 2.210 -2.355 2.185
H 3.045 -0.850 1.744
H 3.717 -2.420 1.188
C 1.037 -3.351 -0.316
H 0.495 -3.384 -1.269
H 0.325 -3.493 0.506
H 1.801 -4.138 -0.296
C 3.044 -1.606 -1.460
H 3.269 -0.553 -1.664
H 2.656 -2.083 -2.370
H 3.963 -2.120 -1.143
P -3.238 -2.593 -2.088
C -3.662 -3.496 -0.618
C -2.635 -3.648 -3.391
H -3.862 -2.809 0.219
H -2.845 -4.190 -0.360
H -4.572 -4.043 -0.898
H -2.247 -3.076 -4.245
H -3.515 -4.226 -3.698
H -1.857 -4.324 -3.012
C -4.551 -1.547 -2.678
H -4.972 -0.970 -1.843
H -5.297 -2.242 -3.082
H -4.181 -0.859 -3.451
H 1.146 1.818 -1.553
F 0.037 -0.940 5.897
C 0.248 -1.292 4.616
F 1.575 -1.564 4.448
F -0.470 -2.408 4.332
S -0.214 0.033 3.362
O -1.605 0.356 3.567
O 0.783 1.066 3.515
O -0.021 -0.824 2.120